Molecular formula: CH3N3O
Method: DFT, ωB97M-V/def2-TZVPD

Cartesian coordinates (Å):
C1 -2.88822 -0.10257 -0.04254
N1 0.53558 -0.38182 0.46145
N2 0.29022 0.12274 -0.57946
N3 -2.70628 -0.21586 -1.22587
O1 -3.30629 -0.03491 1.02978
H1 -0.09646 -1.14700 0.91373
H2 1.44468 -0.20116 1.17654
H3 -1.84657 -0.16715 -1.58092

Output
max |F|	0.0918	hartree/bohr
LUMO energy	0.4581	eV
frontier orbital gap	9.3	eV
ΔE to the lowest compared entry with this formula, charge and spin	72.02	kcal/mol

=====

Molecular formula: C5H9NO
Method: DFT, ωB97M-V/def2-TZVPD

Cartesian coordinates (Å):
C1 -0.74580 -1.74394 -1.87691
C2 0.30942 -1.13457 -1.44947
C3 -0.12944 1.43278 -0.18104
C4 0.80545 0.14954 1.80140
C5 -0.28748 0.48656 0.85157
N1 0.98276 2.06785 -0.31940
O1 -1.52321 -0.03683 1.04488
H1 -0.75540 -2.39148 -2.75546
H2 -1.70373 -1.64009 -1.37954
H3 1.33597 -1.00488 -1.70437
H4 -1.02413 1.58337 -0.79570
H5 0.90801 -0.93129 1.92245
H6 1.73273 0.57250 1.42281
H7 0.60212 0.58364 2.78541
H8 0.97975 2.73086 -1.08873
H9 -1.48703 -0.72401 1.72211

Output
max |F|	0.0152	hartree/bohr
LUMO energy (alpha / beta)	0.3887 / 0.3009	eV
frontier orbital gap (alpha / beta)	7.7 / 8.7	eV
ΔE to the lowest compared entry with this formula, charge and spin	122.57	kcal/mol

=====

Molecular formula: C35H40CrN4P2
Method: DFT, ωB97M-V/def2-TZVPD

Cartesian coordinates (Å):
Cr1 -2.43756 0.11915 0.87569
C1 -1.72438 -3.04969 1.30612
C2 -1.12145 -1.86640 1.60684
C3 0.04199 -1.38544 0.81204
C4 -0.13218 -0.21818 -0.16413
C5 -1.35570 -0.18445 -1.11001
C6 -2.09194 -1.28641 -1.48556
C7 -1.61436 -2.67229 -1.32219
C8 -1.96762 -3.54256 -0.06494
C9 -3.51970 1.74376 1.35631
H1 -2.22346 -3.62689 2.09320
H2 -1.30377 -1.35533 2.57205
H3 0.45483 -2.21971 0.25517
H4 0.82405 -1.10766 1.54543
H5 -0.10595 0.73419 0.41596
H6 0.79949 -0.20785 -0.75498
H7 -1.41103 0.74031 -1.69614
H8 -3.04481 -1.12880 -1.99348
H9 -0.52404 -2.73524 -1.46580
H10 -2.05289 -3.25543 -2.14567
H11 -3.03516 -3.79744 -0.09560
H12 -1.40848 -4.48584 -0.21377
H13 -4.22260 1.32093 2.08470
H14 -4.04248 2.32629 0.60170
H15 -2.80657 2.42836 1.82564
P1 0.85758 2.32755 -1.52050
P2 2.71679 0.20379 1.30671
N1 0.89293 2.23801 -3.29761
N2 1.38275 4.11737 -1.53439
N3 3.59140 -0.94217 0.31159
N4 4.13428 0.42355 2.38368
C10 2.55597 1.64362 -1.25867
C11 2.98074 1.68314 0.24414
C12 -0.28349 2.09118 -4.06116
C13 0.07862 2.12376 -5.39436
C14 1.48032 2.33809 -5.46784
C15 1.96238 2.40633 -4.17637
C16 0.66698 5.13293 -0.88637
C17 1.32201 6.35415 -1.06397
C18 2.47408 6.09846 -1.87196
C19 2.49070 4.72873 -2.12720
C20 3.08785 -2.21217 -0.02125
C21 3.86099 -2.73422 -1.03837
C22 4.89206 -1.79384 -1.32522
C23 4.69616 -0.69271 -0.50886
C24 5.49405 0.09239 2.34115
C25 6.15252 0.75112 3.37858
C26 5.16804 1.49495 4.10552
C27 3.94155 1.28471 3.48545
H16 3.29485 2.24067 -1.80904
H17 2.58497 0.62819 -1.68310
H18 4.06011 1.91574 0.31888
H19 2.43487 2.49212 0.76691
H20 -1.23476 1.93764 -3.55198
H21 -0.60514 2.04173 -6.22619
H22 2.07574 2.47989 -6.35178
H23 2.96970 2.53233 -3.79962
H24 -0.25428 4.90043 -0.37516
H25 1.01528 7.32028 -0.67653
H26 3.19483 6.82101 -2.24285
H27 3.20663 4.15513 -2.69286
H28 2.28079 -2.66565 0.55545
H29 3.69354 -3.68992 -1.52068
H30 5.69855 -1.89766 -2.03671
H31 5.26667 0.22145 -0.41317
H32 5.90914 -0.56398 1.58969
H33 7.20997 0.71099 3.58512
H34 5.33801 2.11669 4.97003
H35 2.95852 1.67669 3.70392
C28 -4.07777 -1.09813 1.32220
C29 -4.98621 -1.93031 1.54706
C30 -5.98469 -2.88817 1.91806
C31 -5.62851 -4.07375 2.60775
C32 -6.61386 -4.89079 3.18284
C33 -7.97472 -4.57417 3.07339
C34 -8.33416 -3.46102 2.29847
C35 -7.36447 -2.63716 1.71165
H36 -4.57790 -4.32944 2.74800
H37 -6.33083 -5.77629 3.75178
H38 -8.74512 -5.18261 3.57096
H39 -9.38897 -3.22005 2.17729
H40 -7.66227 -1.75794 1.13894

Output
max |F|	0.0871	hartree/bohr
<S²>	6.07
spin multiplicity	5
LUMO energy (alpha / beta)	0.0170 / -0.0734	eV
frontier orbital gap (alpha / beta)	7.3 / 7.7	eV
ΔE to the lowest compared entry with this formula, charge and spin	22.18	kcal/mol

=====

Molecular formula: C6H12N3O
Method: DFT, ωB97M-V/def2-TZVPD

Cartesian coordinates (Å):
C1 0.15312 2.63475 1.53483
O1 -0.01040 1.25102 1.19590
N1 1.14321 0.85013 0.52746
C2 1.02678 -0.57460 0.23236
C3 0.67393 -1.63818 1.27696
N2 -0.39046 -2.26030 1.11576
C4 -1.12177 -1.73765 -0.01984
C5 -0.26731 -0.64425 -0.76359
C6 -0.81205 0.48767 -1.53458
N3 -0.29113 -0.69644 -2.28373
H1 -0.87872 3.13800 1.71906
H2 0.61220 3.02563 0.69062
H3 0.70883 2.74297 2.36351
H4 2.03361 0.89261 1.00851
H5 1.80663 -0.94439 -0.37190
H6 1.26886 -1.95798 2.17564
H7 -2.02988 -1.50905 0.36130
H8 -1.42289 -2.73998 -0.54560
H9 -1.81306 0.50778 -1.66890
H10 -0.13072 1.25371 -1.62865
H11 -0.88317 -1.44252 -2.66189
H12 0.62440 -0.63893 -2.72323

Output
max |F|	0.0896	hartree/bohr
SMILES	CON[C@H]1C=NC[C@@]12C[NH2+]2
LUMO energy	-3.2528	eV
frontier orbital gap	9.5	eV
net charge	+1
ΔE to the lowest compared entry with this formula, charge and spin	157.08	kcal/mol